Record 1
{
  "formula": "C6H9O2",
  "method": "wB97M-V/def2-TZVPD",
  "total_energy_ha": -384.388207,
  "e_homo_ev": [-9.873, -9.873],
  "spin_multiplicity": 2,
  "fmax_ev_per_a": 3.01,
  "gap_ha": [0.397, 0.237],
  "species": ["O", "C", "O", "C", "C", "C", "C", "C", "H", "H", "H", "H", "H", "H", "H", "H", "H"],
  "xyz": [[0.75, -0.53, -1.91], [-0.14, -1.19, -1.36], [-0.25, -2.36, -1.04], [-1.44, -0.28, -1.11], [-1.09, 0.80, 0.03], [-0.01, 0.26, 1.03], [1.71, 1.53, 2.16], [0.41, 1.41, 1.91], [-1.63, 0.19, -2.07], [-2.34, -0.87, -0.89], [-0.76, 1.60, -0.63], [-1.98, 0.97, 0.64], [0.85, -0.14, 0.50], [-0.52, -0.57, 1.51], [2.49, 0.86, 1.80], [2.19, 2.37, 2.66], [-0.31, 2.08, 2.35]]
}

Record 2
{
  "formula": "C6H9OPS",
  "method": "wB97M-V/def2-TZVPD",
  "total_energy_ha": -1048.673071,
  "e_homo_ev": [-8.602, -7.307],
  "fmax_ev_per_a": 5.38,
  "gap_ha": [0.316, 0.196],
  "species": ["C", "C", "C", "C", "C", "C", "O", "P", "S", "H", "H", "H", "H", "H", "H", "H", "H", "H"],
  "xyz": [[0.01, 2.27, 1.37], [0.31, 1.01, 1.85], [0.57, 2.60, 0.20], [1.20, 0.31, 1.11], [0.32, -1.29, -2.06], [-1.45, -1.72, -0.10], [1.58, -0.84, 1.08], [0.04, -2.65, -0.74], [1.78, 1.48, -0.28], [-0.69, 3.00, 1.77], [-0.06, 0.49, 2.81], [0.61, 3.54, -0.22], [-0.49, -0.61, -2.01], [0.42, -1.92, -3.00], [1.32, -0.89, -1.79], [-1.17, -0.76, 0.18], [-2.03, -2.22, 0.77], [-2.29, -1.80, -0.95]]
}

Record 3
{
  "formula": "C6H9P",
  "method": "wB97M-V/def2-TZVPD",
  "total_energy_ha": -575.235894,
  "e_homo_ev": -7.664,
  "fmax_ev_per_a": 4.86,
  "gap_ha": 0.273,
  "species": ["C", "C", "C", "C", "C", "C", "P", "H", "H", "H", "H", "H", "H", "H", "H", "H"],
  "xyz": [[0.25, -1.25, 0.39], [-0.52, -0.97, -0.73], [0.99, -0.10, 0.97], [-0.50, 0.22, -1.47], [1.50, -0.21, 2.41], [-1.55, 1.16, -1.96], [1.19, 1.28, 0.09], [0.26, -2.13, 1.02], [-1.32, -1.69, -0.72], [0.37, 0.36, -2.17], [0.69, -0.73, 2.97], [1.57, 0.84, 2.85], [2.46, -0.80, 2.63], [-1.46, 1.03, -3.01], [-1.34, 2.20, -1.66], [-2.60, 0.78, -1.62]]
}

Record 4
{
  "formula": "C6H9P",
  "method": "wB97M-V/def2-TZVPD",
  "total_energy_ha": -575.217828,
  "e_homo_ev": -8.883,
  "smiles": "[H]/P=C/[C@]1(C)CC1=C",
  "fmax_ev_per_a": 2.91,
  "gap_ha": 0.330,
  "species": ["C", "C", "C", "C", "C", "C", "P", "H", "H", "H", "H", "H", "H", "H", "H", "H"],
  "xyz": [[-1.32, -0.44, -1.00], [-0.09, 0.13, -0.35], [1.34, -0.20, -0.73], [1.23, -1.35, 1.65], [0.81, -0.76, 0.55], [-0.29, 1.46, 0.38], [-2.53, 0.75, -1.11], [-1.19, -1.45, -1.44], [1.61, -0.69, -1.67], [2.09, 0.48, -0.37], [0.73, -1.46, 2.61], [2.30, -1.75, 1.71], [-3.40, 0.05, -2.05], [-0.59, 2.29, -0.28], [0.56, 1.56, 1.16], [-1.26, 1.36, 0.94]]
}

Record 5
{
  "formula": "C6H9P",
  "method": "wB97M-V/def2-TZVPD",
  "total_energy_ha": -575.285700,
  "e_homo_ev": -8.036,
  "smiles": "CC1=CP=C[C@H]1C",
  "fmax_ev_per_a": 5.61,
  "gap_ha": 0.305,
  "species": ["C", "C", "C", "C", "C", "C", "P", "H", "H", "H", "H", "H", "H", "H", "H", "H"],
  "xyz": [[-0.73, -0.85, 1.48], [-1.84, -0.20, -0.57], [0.24, -0.50, 0.45], [-0.45, 0.02, -0.74], [1.70, -0.67, 0.63], [-0.08, 1.44, -1.00], [-2.39, -0.68, 1.01], [-0.20, -1.11, 2.42], [-2.61, 0.18, -1.26], [-0.12, -0.66, -1.53], [1.96, -1.00, 1.72], [2.33, 0.27, 0.38], [1.96, -1.52, 0.07], [-0.40, 1.95, 0.01], [-0.46, 1.84, -1.91], [1.07, 1.49, -1.16]]
}

Record 6
{
  "formula": "C6H9P",
  "method": "wB97M-V/def2-TZVPD",
  "total_energy_ha": -575.271301,
  "e_homo_ev": -8.440,
  "smiles": "CC1=C[C@H](P)C=C1",
  "fmax_ev_per_a": 3.45,
  "gap_ha": 0.341,
  "species": ["C", "C", "C", "C", "C", "C", "P", "H", "H", "H", "H", "H", "H", "H", "H", "H"],
  "xyz": [[1.18, 0.63, 0.74], [1.20, -0.71, 0.17], [0.20, 1.38, 0.26], [-0.19, -0.70, -0.57], [-0.69, 0.56, -0.59], [-1.99, 0.93, -1.17], [1.73, -2.07, 1.49], [2.05, 0.92, 1.24], [2.00, -0.84, -0.59], [0.18, 2.38, 0.55], [-0.47, -1.49, -1.19], [-2.04, 1.96, -1.27], [-2.83, 0.66, -0.60], [-2.23, 0.51, -2.06], [0.70, -2.90, 1.25], [1.21, -1.21, 2.33]]
}

Record 7
{
  "formula": "C70H132F30N9O20PS10",
  "method": "wB97M-V/def2-TZVPD",
  "total_energy_ha": -12062.273765,
  "e_homo_ev": [-9.470, -9.470],
  "total_charge": 1,
  "spin_multiplicity": 2,
  "fmax_ev_per_a": 6.28,
  "gap_ha": [0.276, 0.090],
  "species": ["C", "C", "C", "C", "N", "C", "C", "C", "C", "C", "C", "C", "H", "H", "H", "H", "H", "H", "H", "H", "H", "H", "H", "H", "H", "H", "H", "H", "H", "H", "H", "H", "H", "H", "H", "H", "C", "C", "C", "C", "N", "C", "C", "C", "C", "C", "C", "C", "H", "H", "H", "H", "H", "H", "H", "H", "H", "H", "H", "H", "H", "H", "H", "H", "H", "H", "H", "H", "H", "H", "H", "H", "C", "C", "C", "C", "N", "C", "C", "C", "C", "C", "C", "C", "H", "H", "H", "H", "H", "H", "H", "H", "H", "H", "H", "H", "H", "H", "H", "H", "H", "H", "H", "H", "H", "H", "H", "H", "C", "C", "C", "C", "N", "C", "C", "C", "C", "C", "C", "C", "H", "H", "H", "H", "H", "H", "H", "H", "H", "H", "H", "H", "H", "H", "H", "H", "H", "H", "H", "H", "H", "H", "H", "H", "C", "C", "C", "C", "P", "C", "C", "C", "C", "C", "C", "C", "C", "C", "C", "C", "C", "H", "H", "H", "H", "H", "H", "H", "H", "H", "H", "H", "H", "H", "H", "H", "H", "H", "H", "H", "H", "H", "H", "H", "H", "H", "H", "H", "H", "H", "H", "H", "H", "H", "H", "H", "H", "C", "F", "F", "F", "S", "O", "O", "N", "S", "O", "O", "C", "F", "F", "F", "C", "F", "F", "F", "S", "O", "O", "N", "S", "O", "O", "C", "F", "F", "F", "C", "F", "F", "F", "S", "O", "O", "N", "S", "O", "O", "C", "F", "F", "F", "C", "F", "F", "F", "S", "O", "O", "N", "S", "O", "O", "C", "F", "F", "F", "C", "F", "F", "F", "S", "O", "O", "N", "S", "O", "O", "C", "F", "F", "F"],
  "xyz": [[-0.46, -7.21, -16.76], [0.13, -7.99, -15.65], [1.64, -8.07, -15.62], [2.12, -8.97, -16.68], [3.48, -9.65, -16.33], [4.57, -8.82, -15.62], [5.08, -9.68, -14.41], [3.83, -10.32, -13.91], [3.11, -10.71, -15.25], [4.03, -10.45, -17.59], [4.53, -9.51, -18.66], [4.28, -10.16, -20.03], [-0.13, -6.17, -16.85], [-1.54, -7.11, -16.60], [-0.29, -7.75, -17.69], [-0.31, -8.99, -15.53], [-0.25, -7.56, -14.72], [1.92, -8.41, -14.63], [2.13, -7.10, -15.68], [2.31, -8.39, -17.59], [1.44, -9.76, -16.98], [5.35, -8.25, -16.13], [4.12, -7.99, -15.08], [5.80, -10.44, -14.73], [5.64, -9.09, -13.67], [4.05, -11.11, -13.19], [3.12, -9.73, -13.33], [3.46, -11.71, -15.52], [2.02, -10.76, -15.21], [3.16, -11.08, -17.76], [4.82, -11.16, -17.34], [5.60, -9.34, -18.50], [4.11, -8.51, -18.60], [5.05, -10.92, -20.16], [4.47, -9.51, -20.89], [3.28, -10.58, -20.09], [1.72, -0.30, -4.89], [1.99, 0.95, -5.73], [3.30, 1.06, -6.46], [4.52, 0.81, -5.48], [5.85, 1.58, -5.84], [7.02, 1.42, -4.86], [6.81, 2.38, -3.75], [6.26, 3.64, -4.44], [5.58, 3.10, -5.67], [6.16, 1.21, -7.37], [6.64, -0.28, -7.69], [7.33, -0.51, -9.05], [0.67, -0.62, -4.87], [2.15, -0.08, -3.92], [2.34, -1.19, -5.03], [1.93, 1.75, -4.98], [1.20, 1.24, -6.42], [3.48, 2.08, -6.80], [3.37, 0.43, -7.35], [4.86, -0.22, -5.37], [4.36, 1.21, -4.48], [7.90, 1.78, -5.38], [6.95, 0.37, -4.54], [7.69, 2.58, -3.14], [6.00, 2.00, -3.13], [7.03, 4.32, -4.80], [5.60, 4.23, -3.80], [6.01, 3.57, -6.55], [4.52, 3.35, -5.61], [6.89, 1.97, -7.64], [5.30, 1.36, -8.03], [5.89, -1.06, -7.58], [7.24, -0.69, -6.87], [8.24, 0.07, -8.92], [6.80, -0.21, -9.95], [7.76, -1.51, -9.15], [8.78, -7.19, -15.95], [9.59, -6.08, -15.32], [9.16, -5.68, -13.90], [9.60, -6.73, -12.82], [10.41, -6.17, -11.63], [10.96, -7.40, -10.85], [12.54, -7.51, -11.07], [12.81, -6.58, -12.27], [11.73, -5.50, -11.99], [9.66, -5.12, -10.86], [8.22, -5.60, -10.44], [7.56, -4.74, -9.23], [8.60, -8.06, -15.31], [9.14, -7.41, -16.96], [7.79, -6.84, -16.24], [9.48, -5.24, -16.00], [10.65, -6.26, -15.20], [8.08, -5.64, -13.79], [9.44, -4.67, -13.57], [10.32, -7.44, -13.22], [8.72, -7.30, -12.52], [10.73, -7.28, -9.80], [10.40, -8.30, -11.11], [13.06, -7.04, -10.24], [12.85, -8.55, -11.17], [13.87, -6.34, -12.21], [12.59, -6.97, -13.26], [12.18, -4.88, -11.22], [11.54, -4.77, -12.77], [9.55, -4.22, -11.46], [10.37, -4.93, -10.06], [8.31, -6.66, -10.21], [7.41, -5.68, -11.16], [8.15, -4.87, -8.32], [6.60, -5.19, -8.98], [7.58, -3.66, -9.38], [8.47, -1.47, -15.14], [8.33, -2.38, -16.38], [9.44, -2.18, -17.37], [9.21, -2.88, -18.68], [10.46, -3.34, -19.45], [11.44, -2.16, -19.64], [12.02, -2.37, -21.00], [10.91, -3.01, -21.82], [10.18, -3.87, -20.86], [11.17, -4.43, -18.56], [12.65, -4.96, -19.15], [13.46, -6.06, -18.36], [7.99, -2.01, -14.33], [7.90, -0.58, -15.40], [9.51, -1.16, -14.98], [7.35, -2.11, -16.77], [8.14, -3.43, -16.16], [10.45, -2.23, -16.98], [9.46, -1.10, -17.51], [8.52, -2.30, -19.29], [8.64, -3.78, -18.49], [12.09, -2.11, -18.77], [10.88, -1.23, -19.61], [12.95, -2.94, -21.00], [12.19, -1.47, -21.59], [11.13, -3.46, -22.79], [10.20, -2.24, -22.13], [10.46, -4.91, -20.99], [9.13, -3.77, -21.11], [10.39, -5.16, -18.30], [11.38, -4.07, -17.56], [13.32, -4.11, -19.21], [12.57, -5.21, -20.20], [14.31, -6.46, -18.91], [12.84, -6.96, -18.30], [13.77, -5.74, -17.37], [18.59, -6.27, -11.15], [17.92, -4.98, -10.56], [16.96, -5.41, -9.39], [16.12, -4.18, -8.96], [15.85, -4.05, -7.14], [15.38, -2.31, -6.81], [16.38, -1.17, -7.42], [15.98, 0.33, -7.09], [16.08, 0.81, -5.58], [14.43, -4.96, -6.45], [13.11, -4.89, -7.20], [12.13, -5.89, -6.69], [12.57, -7.30, -6.99], [17.43, -4.44, -6.29], [18.67, -3.59, -6.51], [19.95, -4.25, -5.99], [19.75, -4.81, -4.52], [19.04, -6.85, -10.34], [19.34, -6.05, -11.91], [17.93, -6.94, -11.70], [17.42, -4.46, -11.38], [18.67, -4.37, -10.06], [17.66, -5.77, -8.63], [16.27, -6.20, -9.69], [15.16, -4.07, -9.47], [16.65, -3.28, -9.24], [15.37, -2.26, -5.72], [14.34, -2.14, -7.08], [16.25, -1.30, -8.50], [17.45, -1.33, -7.34], [15.01, 0.49, -7.57], [16.71, 0.93, -7.63], [17.09, 0.89, -5.18], [15.43, 0.39, -4.80], [15.85, 1.86, -5.74], [14.44, -4.31, -5.57], [14.76, -5.89, -5.99], [13.26, -5.01, -8.28], [12.63, -3.92, -7.03], [11.20, -5.70, -7.22], [11.99, -5.88, -5.61], [11.77, -7.94, -6.61], [13.53, -7.50, -6.50], [12.70, -7.63, -8.02], [17.66, -5.49, -6.49], [17.06, -4.41, -5.27], [18.60, -2.66, -5.95], [18.86, -3.36, -7.56], [20.78, -3.54, -5.99], [20.25, -4.97, -6.75], [19.39, -4.03, -3.85], [20.63, -5.27, -4.09], [19.04, -5.63, -4.47], [4.72, -4.82, -17.79], [4.23, -6.04, -17.82], [6.04, -4.91, -17.94], [4.23, -4.02, -18.71], [4.23, -3.96, -16.10], [5.20, -2.89, -15.76], [2.94, -3.35, -16.40], [4.11, -5.29, -15.14], [4.52, -4.74, -13.73], [5.96, -4.61, -13.45], [3.76, -3.57, -13.29], [3.82, -6.08, -12.58], [4.52, -7.25, -12.57], [3.76, -5.52, -11.39], [2.58, -6.28, -12.94], [17.42, -10.01, -8.35], [18.17, -9.29, -9.13], [17.00, -11.13, -8.94], [18.10, -10.28, -7.20], [15.93, -8.91, -7.79], [16.25, -7.76, -7.01], [15.37, -8.51, -9.11], [15.10, -10.15, -6.87], [15.28, -9.95, -5.35], [16.60, -10.18, -4.72], [14.54, -8.80, -4.80], [14.17, -11.34, -4.55], [12.88, -10.94, -4.73], [14.35, -12.35, -5.40], [14.47, -11.55, -3.20], [13.33, -2.86, -14.37], [13.46, -4.18, -14.20], [14.18, -2.49, -15.32], [12.03, -2.62, -14.73], [13.67, -2.03, -12.73], [14.77, -2.92, -12.22], [14.06, -0.66, -13.18], [12.21, -2.33, -11.73], [12.17, -1.01, -10.88], [13.35, -0.57, -10.18], [11.44, 0.01, -11.70], [10.93, -1.65, -9.59], [10.59, -0.67, -8.71], [9.87, -2.21, -10.19], [11.65, -2.54, -8.80], [10.75, -10.78, -14.31], [11.48, -11.47, -13.43], [11.12, -9.46, -14.35], [10.97, -11.36, -15.40], [8.83, -11.05, -13.95], [8.16, -10.50, -15.16], [8.72, -12.53, -13.69], [8.63, -10.03, -12.57], [7.67, -10.84, -11.74], [6.45, -11.30, -12.43], [8.32, -11.83, -10.91], [7.01, -9.42, -10.50], [6.01, -9.91, -9.83], [8.01, -8.95, -9.67], [6.69, -8.28, -11.18], [8.32, -7.59, -3.46], [7.31, -8.50, -3.33], [8.51, -6.83, -2.35], [9.42, -8.22, -3.76], [7.79, -6.42, -4.87], [8.95, -5.53, -5.06], [7.53, -7.31, -6.03], [6.37, -5.71, -4.22], [6.55, -4.21, -4.59], [7.46, -3.60, -3.64], [6.90, -3.85, -5.96], [4.72, -3.37, -4.42], [4.20, -3.42, -5.58], [3.97, -4.09, -3.62], [4.86, -2.15, -3.87]]
}